# C13H22N4OPPdS

C13H22N4OPPdS as an isolated structure (wB97M-V/def2-TZVPD, the OMol25 dataset).

Cartesian coordinates (Å):
Pd (-1.214, 0.058, -0.004)
C (1.996, 3.668, -3.740)
C (2.016, 3.827, -2.228)
N (0.720, 3.544, -1.615)
C (0.277, 2.306, -1.378)
S (-1.381, 2.193, -0.750)
N (1.044, 1.284, -1.653)
N (0.472, 0.103, -1.311)
C (0.879, -0.999, -1.825)
C (1.989, -1.080, -2.820)
C (0.157, -2.215, -1.379)
C (0.581, -3.491, -1.718)
C (-0.150, -4.585, -1.282)
C (-1.285, -4.380, -0.519)
C (-1.644, -3.079, -0.209)
N (-0.946, -2.030, -0.628)
H (2.966, 3.938, -4.158)
H (1.241, 4.312, -4.191)
H (1.779, 2.636, -4.015)
H (2.285, 4.845, -1.948)
H (2.747, 3.157, -1.779)
H (0.070, 4.299, -1.473)
H (2.139, -0.109, -3.283)
H (1.773, -1.820, -3.589)
H (2.919, -1.365, -2.324)
H (1.473, -3.629, -2.311)
H (0.168, -5.587, -1.538)
H (-1.885, -5.204, -0.162)
H (-2.510, -2.860, 0.402)
C (-1.981, 1.611, 3.290)
P (-1.374, -0.076, 3.334)
C (0.325, -0.008, 3.907)
C (-2.320, -0.958, 4.572)
O (-1.483, -0.759, 1.986)
H (-1.903, 2.080, 4.271)
H (-3.025, 1.612, 2.975)
H (-1.398, 2.185, 2.569)
H (0.389, 0.461, 4.888)
H (0.921, 0.565, 3.196)
H (0.725, -1.020, 3.966)
H (-2.234, -0.464, 5.540)
H (-1.948, -1.979, 4.656)
H (-3.368, -0.988, 4.276)

Its charge is +1. As for the largest force on an atom: 0.00348 hartree/bohr. The value obtained for the LUMO energy (alpha / beta) is -3.1 / -4.6 eV. The HOMO energy (alpha / beta) comes out at -11.0429 / -11.1853 eV. The spin multiplicity is 3. As for the total energy: -1670.09054 a.u. Its HOMO-LUMO gap (alpha / beta) is 7.9 / 6.6 eV.